(1)
Entry from OMol25: C17H29HgN3OTeV as an isolated structure at a distorted geometry (ωB97M-V/def2-TZVPD).

```
53
Properties=species:S:1:pos:R:3:forces:R:3
H -1.257 0.249 -4.096 -0.01 -0.02 0.43
N -1.724 0.520 -0.700 1.43 0.27 0.89
H 4.400 4.603 3.837 -0.41 -0.32 -0.12
H -1.257 -1.323 1.930 -0.17 -0.12 0.14
C 1.313 2.322 3.081 0.43 1.04 0.25
H -4.075 1.582 -2.028 0.10 -0.06 -0.09
V -0.121 -0.065 0.180 0.59 -0.72 -2.93
H 1.783 -3.672 -2.010 -0.23 0.40 0.37
C -1.975 0.915 -2.145 0.55 0.13 -0.91
H -1.852 -2.812 1.178 0.74 0.26 -0.03
C 0.352 -3.191 -0.438 0.54 -0.20 -0.74
H 1.125 -5.212 -0.152 -0.14 0.38 0.00
H -0.608 -4.502 -1.913 0.11 0.31 0.33
Te -0.355 1.115 2.747 0.91 0.55 -0.32
C -1.190 -0.049 -3.038 0.04 -0.39 -0.07
H -0.360 2.383 -2.186 -0.40 0.04 -0.10
C 3.535 3.963 3.620 0.10 0.51 0.17
H -1.734 -3.800 -0.739 0.06 -0.09 -0.06
C 2.247 4.442 3.838 -0.62 0.72 0.27
H -0.466 -2.844 2.320 0.11 0.53 -0.72
H 1.335 -1.945 -1.935 0.09 -0.31 0.13
C 3.711 2.677 3.142 1.40 -0.59 -0.24
H 4.740 2.284 2.969 -0.95 0.34 0.19
H -1.643 2.703 -3.380 -0.04 -0.26 0.24
C -0.922 -2.270 1.477 -1.44 -0.18 0.36
C 0.750 -4.382 0.460 -0.11 0.41 0.47
C -2.832 0.877 0.183 -0.76 -0.63 0.91
Hg 3.291 -0.099 0.473 0.75 -0.94 0.52
H 2.093 5.462 4.232 0.12 -0.70 -0.30
H -3.765 0.286 0.022 0.79 0.26 -0.11
C -1.448 2.349 -2.360 0.29 0.09 0.45
N -0.022 -1.960 0.389 0.13 0.77 0.12
H -3.870 -0.152 -2.354 0.05 0.17 -0.08
C 1.133 3.654 3.580 0.04 -1.14 -0.22
H 1.544 -4.087 1.154 -0.04 -0.08 -0.08
H -1.075 -2.790 -2.039 0.12 -0.37 0.25
C 1.544 -2.839 -1.323 0.00 0.17 -0.37
H 0.128 4.006 3.757 0.00 0.27 0.09
C 2.142 1.379 -1.481 8.32 -0.29 -0.05
H -0.093 -4.760 1.043 0.04 -0.01 -0.09
H 2.769 0.810 2.526 -0.01 1.47 0.75
H -3.122 1.948 0.138 0.50 -0.47 -0.24
H -1.928 3.048 -1.665 0.05 -0.06 -0.14
H -1.599 -1.067 -2.951 0.10 0.36 -0.09
H -0.131 -0.070 -2.759 -0.19 0.00 -0.17
H -2.523 0.695 1.224 -0.37 0.01 -0.17
H -3.562 1.039 -3.626 0.24 -0.03 0.30
N 1.362 0.627 -0.991 -5.68 -0.97 1.61
H 2.433 -2.649 -0.719 0.00 0.00 -0.01
C 2.631 1.873 2.884 -0.68 -1.75 -0.52
O 3.442 1.484 -1.476 -5.95 0.93 -0.67
C -0.837 -3.599 -1.329 -0.36 0.57 -0.11
C -3.457 0.846 -2.551 -0.18 -0.25 0.52
```
Forces are in eV/Å.

Computed properties:
expectation value of S² = 0.79
spin multiplicity = 2
E_tot = -61751.702 eV
max |F| = 0.1619 Eh/bohr
HOMO (alpha / beta) = -14.7 / -14.7 eV
total charge = +2

(2)
Entry from OMol25: C3H2AgLiO3 as an isolated structure at a distorted geometry (ωB97M-V/def2-TZVPD).

```
10
Properties=species:S:1:pos:R:3:forces:R:3
C -0.434 0.725 1.323 -0.14 0.60 -1.03
O 0.671 1.412 1.221 0.06 -0.04 0.74
O -0.657 -0.120 -1.012 0.20 -0.16 -0.56
Ag 2.355 0.202 0.873 0.47 0.13 0.29
C -1.065 0.071 0.318 -1.25 0.23 0.69
H -1.006 0.774 2.270 0.19 0.03 -0.28
H -2.170 0.026 0.395 0.83 -0.64 -0.01
Li 0.538 -1.225 -3.446 -0.08 0.13 0.51
O 1.306 -1.065 -0.535 -0.22 -0.79 -0.86
C 0.461 -0.801 -1.408 -0.06 0.52 0.51
```
Forces are in eV/Å.

Computed properties:
E_tot = -13486.644 eV
max |F| = 0.0281 Eh/bohr
HOMO = -6.5 eV

(3)
Entry from OMol25: a single C6H12O molecule (ωB97M-V/def2-TZVPD).

```
19
Properties=species:S:1:pos:R:3:forces:R:3
H 0.560 1.908 -0.696 -0.01 -0.05 0.14
C -0.185 -0.477 0.456 0.06 -0.22 -0.03
H -2.369 -1.252 -2.155 0.03 0.05 0.13
H 1.669 1.207 2.068 -0.01 -0.03 -0.17
C -2.100 -0.903 -1.153 -0.08 -0.01 0.00
C 1.351 -0.437 0.670 0.00 -0.06 0.00
C -0.595 -1.001 -0.920 0.05 0.01 -0.03
C 0.431 1.742 0.386 0.17 0.18 0.00
H -0.258 -2.042 -1.015 -0.01 0.15 0.04
H -2.430 0.134 -1.043 0.02 -0.16 -0.04
H 1.874 -0.762 -0.237 -0.13 0.07 0.11
H -0.063 -0.429 -1.693 -0.04 -0.06 0.12
O -0.647 0.863 0.640 -0.09 0.03 0.03
H -0.687 -1.078 1.226 0.09 0.09 -0.10
H 2.595 1.390 0.566 -0.15 -0.07 0.05
H -2.656 -1.506 -0.426 0.10 0.07 -0.08
H 1.668 -1.098 1.482 -0.07 0.09 -0.13
H 0.196 2.701 0.857 0.04 -0.12 -0.08
C 1.646 1.039 0.985 0.03 0.04 0.04
```
Forces are in eV/Å.

Computed properties:
E_tot = -8463.952 eV
SMILES = CC[C@H]1CCCO1
energy relative to the best compared isomer or geometry (same formula, charge and spin) = 0.402 eV
max |F| = 0.0048 Eh/bohr
HOMO = -9.6 eV